a | C5H13N2O | the ωB97M-V functional and the def2-TZVPD basis

## Properties
Frontier orbital gap ... 11.1 eV
Total charge ... +1
M ... 117.17 g/mol
SMILES string ... C[C@H]([NH3+])CCC(N)=O
HOMO energy ... -14.229 eV

Geometry (Å):
C (-1.24, -1.71, 0.49)
C (-0.03, -0.89, 1.00)
N (-0.60, 0.40, 1.70)
C (1.17, -0.52, 0.10)
C (1.24, 0.87, -0.42)
C (-0.01, 1.38, -1.19)
N (0.08, 1.19, -2.54)
O (-0.77, 2.13, -0.61)
H (-2.21, -1.23, 0.44)
H (-1.32, -2.55, 1.19)
H (-1.08, -2.10, -0.52)
H (0.37, -1.45, 1.85)
H (0.06, 0.86, 2.31)
H (-0.87, 1.04, 0.91)
H (-1.45, 0.00, 2.10)
H (2.09, -0.97, 0.50)
H (1.03, -1.21, -0.78)
H (1.21, 1.56, 0.43)
H (2.21, 1.15, -0.87)
H (-0.68, 1.45, -3.15)
H (0.79, 0.60, -2.95)

b | C5H13N2O | the ωB97M-V functional and the def2-TZVPD basis

## Properties
Frontier orbital gap ... 10.2 eV
Total charge ... +1
M ... 117.17 g/mol
SMILES string ... C=C([NH2+][C@@H](C)N)OC
HOMO energy ... -13.063 eV

Geometry (Å):
C (-1.50, 1.09, 0.52)
C (-0.84, -0.10, 0.66)
N (0.59, -0.28, 1.16)
C (1.62, 0.66, 0.06)
C (2.62, -0.32, -0.53)
N (0.72, 1.15, -0.88)
O (-1.39, -1.29, 0.56)
C (-2.53, -1.34, -0.25)
H (-2.56, 1.10, 0.22)
H (-0.94, 1.91, 0.49)
H (0.79, 0.06, 2.08)
H (0.34, -1.33, 1.44)
H (2.02, 1.46, 0.72)
H (2.34, -0.59, -1.49)
H (3.52, 0.27, -0.69)
H (2.86, -1.33, -0.13)
H (0.24, 2.06, -0.68)
H (0.71, 0.88, -1.84)
H (-2.79, -2.37, -0.58)
H (-2.42, -0.79, -1.16)
H (-3.39, -0.89, 0.28)

Which structure is most stable, and how do the rest compare? From most to least stable: a, b.

a | C5H13N2O | the ωB97M-V functional and the def2-TZVPD basis

## Properties
Frontier orbital gap ... 10.7 eV
Total charge ... +1
M ... 117.17 g/mol
HOMO energy ... -14.527 eV

Geometry (Å):
N (-1.66, 1.04, 0.07)
C (-0.62, 0.05, -0.14)
C (0.56, -0.50, 0.67)
C (1.70, 0.54, 0.56)
C (0.07, -0.80, 2.08)
C (-0.53, -0.08, -1.69)
N (0.51, -0.84, -2.23)
O (-1.32, 0.71, -2.29)
H (-1.13, 1.80, 0.52)
H (-1.74, 1.42, -0.96)
H (-2.50, 0.98, 0.64)
H (-1.12, -0.86, -0.83)
H (0.79, -1.41, 0.11)
H (2.38, 0.33, 1.38)
H (2.19, 0.45, -0.41)
H (1.33, 1.57, 0.67)
H (-0.84, -1.39, 2.15)
H (-0.02, 0.17, 2.59)
H (0.81, -1.29, 2.70)
H (0.08, -1.61, -2.75)
H (1.07, -0.28, -2.86)

b | C5H13N2O | the ωB97M-V functional and the def2-TZVPD basis

## Properties
Frontier orbital gap ... 9.4 eV
Total charge ... +1
M ... 117.17 g/mol
SMILES string ... N/C(=C\[NH3+])CCCO
HOMO energy ... -13.060 eV

Geometry (Å):
N (-0.81, -0.59, -1.53)
C (-0.16, -0.91, -0.38)
C (0.48, -2.04, -0.08)
N (0.68, -3.14, -1.06)
C (-0.25, 0.15, 0.69)
C (0.46, 1.47, 0.31)
C (0.08, 2.55, 1.29)
O (-1.18, 3.12, 0.85)
H (-1.28, 0.30, -1.53)
H (-1.02, -1.26, -2.24)
H (0.81, -2.22, 0.91)
H (-0.10, -3.81, -1.06)
H (0.68, -2.70, -1.97)
H (1.51, -3.71, -0.86)
H (-1.31, 0.35, 0.78)
H (0.18, -0.19, 1.63)
H (0.17, 1.75, -0.70)
H (1.55, 1.35, 0.28)
H (-0.14, 2.14, 2.26)
H (0.83, 3.32, 1.38)
H (-1.18, 4.07, 1.02)

Which structure is most stable, and how do the rest compare? From most to least stable: b, a.

a | C5H13N2O | the ωB97M-V functional and the def2-TZVPD basis

## Properties
Frontier orbital gap ... 11.7 eV
Total charge ... +1
M ... 117.17 g/mol
SMILES string ... CCC[C@@H]([NH3+])C(N)=O
HOMO energy ... -14.852 eV

Geometry (Å):
C (-1.41, 0.21, -2.55)
C (-0.18, -0.24, -1.74)
C (-0.40, 0.10, -0.25)
C (0.69, -0.36, 0.70)
N (1.91, 0.51, 0.47)
C (0.31, -0.02, 2.15)
N (-0.66, -0.71, 2.75)
O (0.97, 0.81, 2.76)
H (-1.14, 0.31, -3.60)
H (-1.80, 1.16, -2.18)
H (-2.18, -0.56, -2.52)
H (0.68, 0.37, -2.04)
H (-0.01, -1.29, -1.89)
H (-0.74, 1.12, -0.08)
H (-1.33, -0.38, 0.04)
H (0.92, -1.40, 0.57)
H (1.72, 1.22, -0.24)
H (2.08, 0.96, 1.37)
H (2.74, 0.00, 0.17)
H (-0.73, -0.59, 3.75)
H (-1.46, -1.19, 2.37)

b | C5H13N2O | the ωB97M-V functional and the def2-TZVPD basis

## Properties
Frontier orbital gap ... 5.1 eV
Total charge ... +1
M ... 117.17 g/mol
HOMO energy ... -13.847 eV

Geometry (Å):
C (-1.07, 2.04, 0.71)
O (-1.05, -1.44, 2.17)
C (-0.50, 0.64, 0.61)
C (0.67, 0.56, -0.36)
C (0.04, 0.59, -1.76)
N (1.04, -1.88, 0.51)
C (2.03, -2.12, -0.24)
N (-1.28, 0.46, -1.97)
H (-0.30, 2.81, 0.55)
H (-1.75, 2.44, 1.43)
H (-1.44, 2.10, -0.32)
H (0.05, 0.44, 1.55)
H (-1.21, -0.15, 0.44)
H (0.66, 1.09, -2.51)
H (1.59, 1.12, -0.26)
H (-1.31, -2.07, 2.86)
H (0.55, -0.44, -1.10)
H (1.83, -2.14, -1.33)
H (-0.28, -1.80, 1.72)
H (3.01, -2.29, 0.19)
H (-1.29, 0.02, -2.90)

Which structure is most stable, and how do the rest compare? From most to least stable: a, b.